1.
Density functional theory data (ωB97M-V/def2-TZVPD) for C20H20As2Cl4F3INOSiTl as an isolated structure.

Calculated values
DFT total energy: -8275.8643 Ha
M: 998.41 g/mol
Maximum force: 0.0018 hartree/bohr
E_HOMO: -7.674 eV
Orbital gap: 7.34 eV

The geometry in XYZ format:
```
54
Properties=species:S:1:pos:R:3:forces:R:3:lowdin_charge:R:1
Tl -0.57074 -1.36724 0.13950 -0.04 0.05 0.03 0.77
I 0.41093 0.42281 5.11011 0.00 0.00 0.01 0.92
As -0.46535 0.19892 -2.67445 -0.01 0.00 0.01 1.12
As -0.46536 2.26753 -0.02440 0.03 -0.01 -0.02 1.11
Cl -4.00780 -1.95610 1.42096 0.02 0.02 -0.01 0.25
Cl -3.79273 0.51841 -0.74305 -0.01 -0.01 -0.01 0.27
Cl 5.03394 2.50708 2.52571 -0.02 -0.01 0.00 0.68
Cl -2.74565 0.93346 2.35874 0.00 -0.03 -0.02 0.27
Si -2.80851 -0.40227 0.81155 -0.02 0.01 0.06 -0.80
F 0.47681 -3.16365 -2.03785 -0.01 0.03 0.01 0.02
F -0.52111 -4.32899 -0.50573 -0.01 0.01 -0.01 0.06
F 1.47955 -3.58145 -0.16763 -0.01 0.01 0.01 0.07
O 0.20629 -0.84334 2.19541 0.02 0.01 0.02 -0.26
N 1.71045 -0.49204 -0.01472 0.01 -0.01 -0.03 0.04
C 1.72680 1.88352 -3.61909 0.00 0.00 0.02 -0.11
C 0.37943 3.27088 1.42064 0.04 -0.03 0.02 -0.28
C 2.68716 2.88161 -3.53449 0.00 0.01 0.01 -0.08
C 1.80203 3.53096 -1.40163 0.00 -0.01 0.00 -0.10
C 1.24236 -0.07884 2.27810 0.01 -0.01 -0.01 -0.47
C 3.69419 0.25213 -1.09575 0.01 -0.01 -0.02 -0.03
C 0.80152 1.69299 -2.59580 0.01 0.03 0.03 -0.43
C -1.95577 1.07575 -3.58203 -0.02 0.03 0.02 -0.31
C 2.47997 -0.45122 -1.07344 0.02 0.01 0.01 -0.14
C 2.72966 3.70312 -2.41925 0.00 -0.01 -0.01 -0.08
C 4.07734 0.93791 0.02049 0.00 0.00 0.02 0.00
C 0.83129 2.53571 -1.47283 -0.02 -0.03 -0.06 -0.41
C -1.76699 3.64598 -0.52008 -0.04 -0.02 -0.03 -0.30
C 1.62262 0.59573 3.43252 0.01 0.01 -0.01 -0.66
C 2.10016 0.11886 1.13145 -0.04 -0.01 0.01 -0.17
C 3.28383 0.88459 1.18854 0.00 0.01 -0.03 -0.18
C 3.59840 1.52856 2.40716 0.02 0.01 0.00 -0.63
C 0.18920 -0.79427 -4.22160 0.01 -0.02 -0.01 -0.31
C 2.78309 1.38415 3.49309 -0.02 -0.01 0.03 -0.18
C 0.28059 -3.25911 -0.69031 0.06 -0.07 -0.02 -0.66
H 1.38784 2.90066 1.60090 -0.01 0.00 0.01 0.01
H -2.30638 3.35906 -1.42068 0.01 0.02 0.02 0.00
H -1.59436 1.54397 -4.49655 0.00 0.00 0.00 0.03
H -2.48349 3.74056 0.29601 0.00 0.00 0.00 0.03
H 1.84616 4.17977 -0.53591 0.00 0.01 0.00 0.09
H 0.41192 4.33749 1.20128 -0.01 0.01 -0.01 0.03
H 3.03769 1.88403 4.41788 -0.01 0.00 0.00 0.10
H -2.39610 1.82812 -2.93305 0.00 -0.02 -0.03 -0.02
H -1.26690 4.59990 -0.68271 0.01 0.00 0.00 0.03
H 1.19705 -1.16807 -4.05138 0.00 -0.01 0.00 0.02
H 1.71753 1.24245 -4.49129 0.00 0.00 0.00 0.09
H 3.40296 3.01022 -4.33662 0.00 0.00 0.00 0.11
H 0.16633 -0.18775 -5.12582 0.00 0.01 0.00 0.03
H -2.71486 0.33148 -3.81829 0.00 0.00 0.00 0.03
H 4.29109 0.26101 -1.99661 0.00 0.00 0.00 0.11
H 2.13534 -0.98931 -1.94921 -0.01 0.00 -0.01 0.09
H 3.48158 4.47789 -2.33908 0.00 0.00 0.00 0.11
H 4.99237 1.51435 0.03181 0.00 0.00 0.00 0.10
H -0.47125 -1.65076 -4.35019 0.01 -0.01 -0.01 0.03
H -0.21382 3.10735 2.32046 0.01 0.00 0.00 0.03
```
Positions in Å, forces in eV/Å.



2.
Density functional theory data (ωB97M-V/def2-TZVPD) for a 2-piece molecular cluster, C7H14N3O2S overall in a non-equilibrium geometry.

Calculated values
DFT total energy: -987.6331 Ha
M: 204.28 g/mol
Maximum force: 0.1003 hartree/bohr
E_HOMO (alpha / beta): -12.013 / -11.435 eV
ΔE to the lowest compared entry with this formula, charge and spin: 1.488 eV
Orbital gap (alpha / beta): 7.14 / 7.08 eV
Total charge: +1

The geometry in XYZ format:
```
27
Properties=species:S:1:pos:R:3:forces:R:3:lowdin_charge:R:1
S 1.14765 1.28315 0.34334 -0.89 3.29 1.58 0.78
O -2.20826 -3.43744 1.04035 0.51 -1.13 0.52 0.10
O 1.97775 0.10338 0.41780 1.38 -1.64 -0.22 -0.48
N 0.83861 -1.07621 -2.01933 -4.58 0.38 2.34 0.13
N -1.10101 -0.53179 -0.73930 0.05 -0.26 -0.54 -0.04
N -0.09359 -2.66481 -0.59980 -3.54 -0.81 1.15 0.11
C -2.16352 -2.32967 0.57371 -2.13 1.00 -0.47 -0.25
C -0.16247 -0.21324 -1.61197 1.74 -3.04 -0.74 -0.07
C -1.13219 -1.82216 -0.21941 3.23 -1.27 -0.96 -0.16
C 1.07106 -2.22278 -1.18499 3.16 -1.27 -0.66 -0.20
C -2.14065 0.41608 -0.34637 3.15 2.46 2.60 0.00
C 0.85855 1.72124 2.17891 2.56 1.38 -1.23 -0.15
C 1.96473 2.69494 -0.23993 -4.31 1.79 1.67 -0.14
H 1.59796 -0.71066 -2.47428 1.98 1.22 -1.45 0.13
H -0.24116 0.64555 -2.17377 -0.24 2.03 -0.73 0.13
H 1.57712 -3.08321 -1.73072 -0.81 1.21 0.20 0.17
H -2.07616 1.44391 -0.69754 0.56 -0.39 -1.13 0.12
H -0.15597 -3.67328 -0.35311 -0.33 1.34 -0.04 0.19
H 0.47312 0.82013 2.47245 -0.98 -2.26 1.11 0.00
H 1.35090 3.69177 -0.18829 1.19 -2.17 -0.09 0.09
H -2.04419 0.66580 0.74233 0.01 -0.84 -0.57 0.13
H -3.05883 0.06032 -0.49331 -3.57 -1.49 -0.88 0.05
H -3.04864 -1.67518 0.54288 -0.16 -0.05 0.66 0.12
H 2.89347 2.71329 -0.63081 2.96 -0.23 -1.23 -0.02
H 1.81945 1.95094 2.70526 -0.57 -0.49 -0.81 0.09
H 0.20699 2.52205 2.39996 -0.97 0.89 -0.32 0.04
H 1.75776 -1.94665 -0.40472 0.63 0.37 0.26 0.11
```
Positions in Å, forces in eV/Å.



Q: Which value of M does entry 1 give?
A: 998.41 g/mol



Q: The highest maximum force belongs to which entry?
A: C7H14N3O2S